*a*
C3H5ClO2 | wB97M-V/def2-TZVPD

Calculated values
net charge = 0
SMILES = C[C@H](Cl)C(=O)O

XYZ file:
```
11
C3H5ClO2 | OMol25 | wB97M-V/def2-TZVPD
C -0.725 1.271 -0.067
C -0.527 -0.241 -0.241
C 0.826 -0.620 0.357
H -1.754 1.581 -0.043
H -0.250 1.613 0.863
H -0.262 1.829 -0.810
H -0.320 -0.612 -1.247
H 2.249 -1.760 -0.261
O 1.341 -1.556 -0.444
O 1.300 -0.201 1.390
Cl -1.878 -1.305 0.503
```

=====

*b*
C3H5ClO2 | wB97M-V/def2-TZVPD

Calculated values
net charge = 0
SMILES = O[C@@]1(CCl)CO1

XYZ file:
```
11
C3H5ClO2 | OMol25 | wB97M-V/def2-TZVPD
C -1.244 0.137 0.631
C -0.178 -0.036 -0.344
C 1.261 -0.623 0.137
O -1.237 -0.886 -0.421
O 0.061 0.770 -1.505
Cl 2.219 0.790 0.673
H -0.956 -0.128 1.621
H -2.040 0.750 0.387
H 1.740 -1.116 -0.749
H 0.875 -1.195 0.995
H -0.501 1.539 -1.426
```

=====

Which of them is least stable? Easy: *b*.